Model A:
ORCA calculation (ωB97M-V with the def2-TZVPD basis set) on a single C6H10N2 molecule.

Last column: natural (NBO) charge in e.
Atoms and positions in Å:
H: 0.0231 -2.4953 -0.5797  0.198
N: 1.0492 -0.5376 -0.4563  -0.463
H: 0.5902 -1.9475 1.0938  0.187
H: -0.3281 2.5999 -0.3050  0.220
H: 1.2742 0.6406 1.4866  0.164
N: -2.3283 -0.1329 -0.2403  -0.541
H: 2.9904 0.4623 -1.1919  0.203
C: -0.9688 -0.6565 0.4846  -0.156
H: -1.0437 -0.9393 1.6905  0.238
H: 2.8359 -0.4694 0.4515  0.178
C: -0.3258 1.6336 0.1886  -0.404
C: -1.0790 0.5410 -0.3294  -0.090
C: 2.3446 0.1108 -0.2220  -0.176
C: 0.1201 -1.4955 0.1736  -0.233
H: -0.6933 1.8611 1.2371  0.209
H: -2.4495 -0.7330 -1.2353  0.354
H: -0.6594 0.5607 -1.4002  0.200
C: 0.9779 0.7254 0.3095  -0.089

For the orbital gap, the calculation gives 9.617 eV. The value obtained for the highest occupied orbital energy is -8.579 eV. Its SMILES is C1[C@@H]2CN2C[C@@H]2N[C@@H]12. The spin multiplicity is 1.



Model B:
ORCA calculation (ωB97M-V with the def2-TZVPD basis set) on a single C6H10N2 molecule.

Last column: natural (NBO) charge in e.
Atoms and positions in Å:
H: 0.9772 2.7982 -0.5473  0.241
H: -1.6456 0.1456 -1.8311  0.178
C: 0.1010 2.3590 0.0825  -0.189
C: 0.3230 0.9221 0.7031  -0.108
H: -2.0247 0.1914 0.1761  0.162
H: 2.2034 -0.2878 0.7605  0.218
N: -0.3060 1.1147 -0.6107  -0.460
C: 0.8111 -1.3432 -0.2064  -0.087
H: -0.2079 0.8415 1.5688  0.168
N: 0.8921 -1.3304 1.2160  -0.565
H: 1.5872 -1.8772 -0.8265  0.204
H: -0.5770 2.8038 0.7370  0.199
C: -0.5130 -1.3306 -0.6462  -0.444
H: -1.1167 -2.0168 -0.2177  0.213
C: 1.2227 -0.2237 0.5542  -0.103
C: -1.2010 0.0302 -0.6441  -0.175
H: -0.0295 -1.3687 1.5645  0.331
H: -0.4964 -1.4281 -1.8327  0.218

For the orbital gap, the calculation gives 9.624 eV. The value obtained for the highest occupied orbital energy is -8.568 eV. Its SMILES is C1CN2C[C@@H]2[C@H]2N[C@@H]12. The spin multiplicity is 1.



Model C:
ORCA calculation (ωB97M-V with the def2-TZVPD basis set) on a single C6H10N2 molecule.

Last column: natural (NBO) charge in e.
Atoms and positions in Å:
H: -2.2232 1.0398 -0.4552  0.187
C: 1.6728 -0.2382 1.8472  -0.614
N: 0.3149 -1.9123 -1.6711  -0.686
H: 2.1684 -0.2684 0.8382  0.216
C: 0.2259 0.0263 1.5073  -0.119
H: -1.2231 2.2400 -1.0653  0.204
H: 0.3850 -1.7472 -2.6992  0.310
H: -1.2935 0.2974 -2.6135  0.395
N: -0.8077 0.2640 -1.7385  -0.628
H: 1.7996 -1.1700 2.4445  0.231
C: -0.3054 -0.8713 -1.1808  0.449
C: -1.1933 1.2413 -0.7209  -0.207
H: -0.4417 0.0316 2.3736  0.224
H: 2.1277 0.5800 2.3456  0.211
C: -0.4048 -0.6564 0.2967  -0.305
C: -0.1507 0.8804 0.2669  -0.258
H: 0.8300 1.0353 -0.1801  0.197
H: -1.4808 -0.7721 0.4047  0.194

For the orbital gap, the calculation gives 9.697 eV. The value obtained for the highest occupied orbital energy is -8.744 eV. Its SMILES is [H]/N=C1\NC[C@H]2[C@H](C)[C@H]12. The spin multiplicity is 1.



Model D:
ORCA calculation (ωB97M-V with the def2-TZVPD basis set) on a molecular structure, C6H10N2.

Last column: natural (NBO) charge in e.
Atoms and positions in Å:
C: 1.0855 -1.0016 0.7422  -0.091
C: -0.6203 0.8027 -1.8821  -0.229
H: -0.4396 0.4604 1.8187  0.219
H: 1.5085 -2.0751 0.7946  0.228
H: -1.7049 0.8362 0.2594  0.160
H: -1.2411 1.8110 -1.2672  0.190
H: -0.3348 0.4871 -3.0092  0.251
C: -0.3533 -0.5532 1.1823  -0.437
C: -1.4315 -0.1413 0.1952  -0.232
C: 0.3229 0.5648 -0.8885  -0.164
C: 1.5279 -0.1988 -0.4682  -0.068
H: 0.0629 1.1687 -0.0625  0.181
N: -0.8543 -0.3843 -1.0008  -0.394
N: 2.0812 0.0318 0.8984  -0.588
H: -1.0775 -1.2958 2.1720  0.216
H: 2.2126 -0.6132 -1.2706  0.221
H: 1.7744 0.7532 1.4737  0.359
H: -2.5186 -0.6524 0.3126  0.181

For the orbital gap, the calculation gives 10.055 eV. The value obtained for the highest occupied orbital energy is -9.131 eV. The spin multiplicity is 1.



Stability check: which of them is most stable? model C.



Model A:
ORCA calculation (ωB97M-V with the def2-TZVPD basis set) on a single C5H13N2O molecule.

Last column: natural (NBO) charge in e.
Atoms and positions in Å:
N: -1.3823 -0.5026 -0.6207  -0.700
H: 0.5894 -0.0293 -2.7722  0.212
C: -0.0263 0.7846 -2.2015  -0.610
H: -0.9224 -1.0438 1.8122  0.336
H: 0.4102 1.8225 -2.2545  0.203
H: 1.8068 2.1585 0.2959  0.166
C: -1.0303 -1.8710 -0.1041  -0.051
H: 0.7898 -0.4030 -0.5083  0.219
O: 1.9863 0.2645 0.8151  -0.314
H: 0.4838 -1.6693 1.4492  0.356
C: -0.1549 1.3341 0.4352  -0.461
H: -0.4946 2.4253 0.2771  0.211
C: 1.3774 1.4279 0.9506  -0.112
H: -1.0244 1.2410 1.0828  0.224
H: -0.9044 0.6414 -2.6403  0.218
N: -0.5737 -1.8254 1.4165  -0.857
H: 1.3555 1.5728 2.1191  0.245
H: -1.9957 -2.4240 -0.0659  0.192
C: -0.1403 0.3573 -0.7192  -0.064
H: -2.1684 0.1644 -0.3927  0.386
H: -0.2775 -2.4730 -0.6607  0.200

For the orbital gap (alpha / beta), the calculation gives 9.211 / 6.598 eV. The value obtained for the highest occupied orbital energy (alpha / beta) is -8.353 / -8.352 eV. The spin multiplicity is 2. The expectation value of S² is 0.755.



Model B:
ORCA calculation (ωB97M-V with the def2-TZVPD basis set) on a single C5H13N2O molecule.

Last column: natural (NBO) charge in e.
Atoms and positions in Å:
H: -1.9535 2.2885 0.6036  0.188
N: -0.8866 2.3215 -1.3921  -0.830
H: 0.0808 2.5157 -1.5527  0.357
H: -0.0417 -2.7002 -0.7916  0.197
H: -1.3474 -0.9465 -1.5035  0.216
H: 1.7778 -2.4624 0.6237  0.344
C: 1.8530 -0.4726 1.0257  -0.009
H: 0.1777 0.0004 -1.3733  0.207
H: -2.1199 0.0478 0.5296  0.202
H: -0.6276 0.1481 1.2671  0.231
C: -1.0265 1.8947 0.0338  -0.223
C: 0.1460 -1.8645 -0.1498  -0.229
C: -1.0561 0.3562 0.2551  -0.443
H: 1.6503 0.4819 0.4763  0.213
H: 2.9357 -0.4472 1.1849  0.222
H: -0.3320 -2.2813 0.7754  0.179
H: -0.1801 2.3238 0.5910  0.180
O: 1.1277 -0.5091 2.1226  -0.284
H: -1.2243 1.5503 -1.9507  0.354
N: 1.6068 -1.6484 0.0346  -0.633
C: -0.5602 -0.5966 -0.8099  -0.440

For the orbital gap (alpha / beta), the calculation gives 10.200 / 7.255 eV. The value obtained for the highest occupied orbital energy (alpha / beta) is -9.256 / -9.245 eV. The spin multiplicity is 2. The expectation value of S² is 0.754.



Model C:
ORCA calculation (ωB97M-V with the def2-TZVPD basis set) on a single C5H13N2O molecule.

Last column: natural (NBO) charge in e.
Atoms and positions in Å:
H: 0.6731 -1.0567 3.0131  0.249
H: 0.7799 1.7407 -1.9744  0.178
C: 0.1783 -0.7104 -1.3727  -0.238
N: -0.2290 2.1519 -0.1549  -0.860
H: -0.8654 -0.6237 2.3149  0.181
C: 0.6719 -1.7907 0.9901  -0.442
H: -0.4972 -2.6000 -0.6425  0.222
H: 1.7561 -1.6883 0.9647  0.231
C: -0.3216 1.6874 -1.5447  -0.054
C: -0.2731 -1.6720 -0.1989  -0.433
H: -1.3068 -1.1710 -0.0445  0.196
H: -1.6273 0.1648 -1.0754  0.342
H: 0.3197 1.4325 0.6076  0.390
H: 0.5051 -1.3067 -2.3292  0.197
H: 0.6521 -2.7409 1.6889  0.209
H: -1.0291 2.3474 0.4136  0.356
H: -0.8793 2.3875 -2.1222  0.190
H: 1.2322 -0.2498 -1.2211  0.195
N: -0.8499 0.3754 -1.7536  -0.633
O: 0.6051 0.5545 1.7982  -0.393
C: 0.2442 -0.6414 2.0231  -0.083

For the orbital gap (alpha / beta), the calculation gives 9.371 / 6.032 eV. The value obtained for the highest occupied orbital energy (alpha / beta) is -8.472 / -8.315 eV. The spin multiplicity is 2. The expectation value of S² is 0.757.



Stability check: which of them is most stable? model B.



Model A:
ORCA calculation (ωB97M-V with the def2-TZVPD basis set) on a molecular structure, C27H27Cl3GeN7OSSeTa.

Last column: natural (NBO) charge in e.
Atoms and positions in Å:
C: 2.2444 3.8656 1.5477  0.377
C: 1.3088 4.2909 2.5580  0.114
C: 1.1739 -2.7495 -5.7877  -0.190
H: -0.6634 -2.6538 -0.8663  0.198
H: 2.2535 2.6021 -1.1989  0.432
H: -2.6123 1.0871 3.4211  0.209
H: 3.0503 2.1603 2.6360  0.268
C: 1.0730 -2.4811 -4.4195  -0.220
S: 3.3852 3.5948 -3.3306  -0.156
N: 3.4994 5.4540 -1.4692  -0.793
Ta: -3.7080 0.5151 -0.7797  1.752
C: 1.3646 -4.8774 -4.0767  -0.201
N: -4.3347 -5.7487 -2.4588  -0.188
H: -3.5797 -1.7774 6.6117  0.227
N: 0.0265 4.5981 2.0591  -0.574
H: 0.7569 -1.4869 -1.1524  0.207
Cl: -0.3700 6.6055 -0.4936  -0.481
H: 3.0903 5.9606 -0.6393  0.396
H: 4.0879 3.5241 2.6650  0.254
H: 1.7453 -4.1197 -7.3734  0.228
C: -3.5493 -4.9389 -2.1091  0.215
N: -1.2499 -4.3948 -1.9263  -0.352
H: 3.6610 6.0784 -2.2574  0.429
C: -2.5599 -4.0062 -1.7245  -0.014
C: -3.3890 -1.5415 5.5202  -0.204
H: 1.4234 -5.7026 -3.3612  0.216
C: -2.7673 0.0829 3.8073  -0.239
C: 1.5587 -2.1874 -1.3661  -0.610
C: -3.0236 -2.6984 -1.6433  0.445
H: -3.3446 0.6169 5.8026  0.213
Cl: -5.1709 1.0708 0.8639  -0.334
C: 0.9837 -3.4820 -1.9868  -0.185
C: 1.6246 -5.0684 -5.4442  -0.203
H: 2.5087 4.3346 4.4609  0.264
C: 3.1563 4.1779 -1.7792  0.247
H: -3.4344 -3.6400 4.7107  0.228
Cl: -5.2717 0.0139 -2.2402  -0.277
H: 3.9726 2.7546 1.0423  0.278
H: 0.9492 6.1112 5.4155  0.260
C: -3.2012 -0.1914 5.1174  -0.205
C: 1.5420 -4.0183 -6.3064  -0.204
C: -0.9046 5.1547 2.8239  0.105
H: 1.0875 -5.5725 -1.4279  0.224
Se: -1.7341 -0.2199 1.2844  -0.293
H: -1.8893 5.2289 2.2941  0.241
H: -1.4881 5.9258 4.7496  0.265
C: 1.5710 4.6759 3.8952  -0.166
C: 1.5553 -4.6360 -1.1811  -0.583
C: -0.4316 -3.4177 -1.6012  0.259
H: 2.6442 -4.7716 -1.3674  0.235
H: 0.9273 -1.9405 -6.4288  0.216
N: 1.8485 4.0727 0.3066  -0.405
H: 2.3237 -1.6143 -1.9380  0.234
H: 0.9963 -1.4672 -4.0243  0.219
C: -2.7115 -2.2686 3.3078  -0.222
N: 2.6185 3.4166 -0.7424  -0.508
C: 3.4500 2.9996 1.9927  -0.687
H: -2.5289 -2.9821 2.5397  0.211
C: -2.3929 -0.9247 2.9391  -0.184
C: -3.1925 -2.5869 4.5674  -0.213
H: 1.7798 -6.1009 -5.8035  0.226
O: -2.7256 1.7209 -1.6248  -0.811
H: 2.0530 -2.3675 -0.4007  0.223
N: -3.1474 -1.5744 -1.2646  -0.460
C: 1.0351 -3.6019 -3.5614  -0.005
C: 0.5902 5.4406 4.5949  -0.105
H: 1.4138 -4.3437 -0.1584  0.215
C: -0.7002 5.5416 4.1208  -0.215
Ge: -0.2580 4.4781 0.0601  1.160

For the orbital gap (alpha / beta), the calculation gives 4.981 / 4.985 eV. The value obtained for the highest occupied orbital energy (alpha / beta) is -10.215 / -10.219 eV. The total charge is +1. The spin multiplicity is 2. The expectation value of S² is 0.777.



Model B:
ORCA calculation (ωB97M-V with the def2-TZVPD basis set) on a molecular structure, C27H27Cl3GeN7OSSeTa.

Last column: natural (NBO) charge in e.
Atoms and positions in Å:
N: -3.4397 -2.8369 3.2784  -0.256
C: 3.2793 -0.9548 -0.3461  -0.632
C: 1.8968 -1.2403 -0.8869  -0.080
Cl: 0.0967 3.0886 2.0433  -0.434
Se: -1.5518 0.9036 -2.6083  -0.070
C: -0.0885 -1.3840 3.3379  -0.052
C: -5.6802 0.5904 -2.0951  -0.175
H: -0.9100 -1.6267 4.0178  0.252
H: -7.1460 2.1213 -2.2030  0.221
C: 0.6977 -0.4823 -0.1821  -0.347
H: -0.2396 -1.0132 -0.4147  0.259
C: 0.0301 -4.6001 -1.4691  -0.188
H: 3.2555 -0.8439 3.3554  0.240
C: -5.2514 2.7373 -3.0978  -0.206
Ta: -0.0143 1.6477 -0.0417  1.513
C: 1.8206 0.0295 2.0977  0.128
C: -3.2425 -1.8443 2.7013  0.219
H: 0.9031 -0.7823 -2.8265  0.239
C: 0.8654 -5.4520 -0.7549  -0.211
C: -0.4276 -1.0252 1.9600  0.050
C: -6.1377 1.8418 -2.4841  -0.202
N: -1.6630 -0.2531 1.8228  -0.058
N: 2.5602 2.9845 0.1881  -0.439
H: 4.3928 1.9510 1.8041  0.239
C: -3.9827 -0.1408 1.1474  0.240
N: -4.7217 0.5082 0.5032  -0.234
C: 0.3855 -3.2473 -1.4286  -0.230
C: -4.3151 0.2157 -2.2295  -0.201
C: 1.9449 -4.9566 -0.0204  -0.196
H: -3.1524 3.1242 -3.5534  0.223
H: 1.3573 -1.9229 4.8167  0.256
Cl: -3.0592 3.9355 2.8762  -0.508
H: 3.7783 5.0872 -0.8079  0.432
C: 2.4331 -3.6658 -0.2664  -0.225
C: 1.5941 -2.7626 -0.8815  -0.033
H: 0.7283 -6.5216 -0.7332  0.224
C: 3.5118 1.8439 2.4775  -0.704
C: -2.9344 -0.7077 1.9077  -0.054
H: 3.9829 -1.4774 -0.9881  0.239
H: -0.9015 -4.8991 -1.9468  0.232
H: 3.1649 2.8396 2.7797  0.257
H: 2.4494 -5.6390 0.6802  0.220
H: 3.2474 3.2832 0.8976  0.417
C: -3.4521 1.1725 -2.7276  -0.205
H: -5.6581 3.6167 -3.5773  0.218
Ge: -1.5289 5.0310 1.5067  1.080
H: -3.9461 -0.7704 -2.0881  0.219
C: 2.4701 3.4653 -1.0365  0.378
H: 3.0529 4.7147 -2.4325  0.448
Cl: -1.7885 3.5453 -0.5939  -0.357
H: 2.5417 -1.5276 -3.0092  0.232
H: 3.4682 -1.2088 0.6863  0.202
C: 1.9313 -0.8380 -2.3928  -0.610
H: 2.3569 0.1369 -2.4519  0.204
S: 1.2847 2.5694 -2.0509  -0.052
C: 2.1901 -0.7519 3.1848  -0.069
C: -3.8947 2.4550 -3.0874  -0.229
C: 2.4591 1.1823 1.6275  0.347
N: 0.7020 -0.3855 1.3432  -0.490
N: 2.0049 1.7270 0.4809  -0.443
H: -6.3921 -0.0725 -1.6443  0.220
H: 3.4006 -3.3356 0.1387  0.212
H: -0.2656 -2.5141 -1.8660  0.214
H: 3.6015 0.0893 -0.5365  0.203
H: -0.6080 -1.9749 1.3358  0.249
N: 3.1945 4.4900 -1.4486  -0.750
C: 1.1493 -1.4750 3.8821  -0.253
O: -1.5633 0.8923 0.9378  -0.604
H: 3.7728 1.3131 3.3928  0.272

For the orbital gap (alpha / beta), the calculation gives 4.348 / 4.436 eV. The value obtained for the highest occupied orbital energy (alpha / beta) is -9.739 / -9.800 eV. The total charge is +1. The spin multiplicity is 2. The expectation value of S² is 0.768.



Stability check: which of them is most stable? model A.